1.
A molecular structure, C7H3EuNO5 at a distorted geometry, computed with ωB97M-V with the def2-TZVPD basis set.

Net charge: +2
M (g/mol): 333.1
Multiplicity: 8
E_HOMO (spin up / spin down) (eV): -17.5 / -18.6
Maximum force (eV/A): 7.19
HOMO-LUMO gap (spin up / spin down) (Eh): 0.3206 / 0.3685
Energy (eV): -38346.487

Atoms and positions in Å:
O1 1.4850 -4.5184 1.4942
C1 1.3442 -3.4447 1.1365
Eu1 -0.6651 0.9053 -0.2962
O2 3.0490 0.5042 -0.2038
C2 1.9087 0.4446 -0.1706
C3 -0.3753 3.1306 -1.0423
O3 -0.4364 4.2174 -1.4049
C4 0.2208 0.9631 2.4467
O4 0.4787 1.1709 3.5361
C5 0.1612 -0.7010 -2.5358
O5 0.3994 -1.1980 -3.5435
C6 -5.3028 -1.0767 0.4256
C7 -3.9081 -0.7473 0.2984
N1 -2.7853 -0.4587 0.1874
H1 -5.4523 -1.3403 1.4984
H2 -5.4743 -1.9327 -0.2677
H3 -5.8426 -0.1535 0.1224

=====

2.
A molecular structure, C7H3N3S at a distorted geometry, computed with ωB97M-V with the def2-TZVPD basis set.

Net charge: 0
M (g/mol): 161.2
ΔE to the lowest compared entry with this formula, charge and spin (eV): 0.000
E_HOMO (eV): -9.8
Maximum force (eV/A): 6.08
HOMO-LUMO gap (Eh): 0.2997
Energy (eV): -22607.968

Atoms and positions in Å:
C1 -0.1017 -1.6802 -0.3785
C2 1.5482 0.8931 -1.5468
C3 1.5733 0.5778 0.7273
C4 -1.8709 -1.0678 1.1434
C5 -0.9233 -0.8059 0.2970
C6 -0.5306 1.0399 -0.2498
C7 0.9436 1.3251 -0.2653
N1 0.5656 -2.4716 -0.9324
N2 2.0318 0.4642 -2.4960
N3 2.0255 0.0120 1.5791
S1 -1.7507 1.9465 -0.7580
H1 -2.6354 -0.5066 1.6277
H2 -1.9740 -2.1690 1.2099
H3 1.0985 2.4424 0.0425

=====

3.
13 unconnected molecules or ions with the total composition C7H40N14O13 at a distorted geometry, computed with ωB97M-V with the def2-TZVPD basis set.

Net charge: -1
M (g/mol): 528.5
Multiplicity: 2
ΔE to the lowest compared entry with this formula, charge and spin (eV): 0.348
E_HOMO (spin up / spin down) (eV): -0.3 / -6.9
Maximum force (eV/A): 7.44
HOMO-LUMO gap (spin up / spin down) (Eh): 0.0740 / 0.3149
Energy (eV): -55391.598

Atoms and positions in Å:
O1 16.2466 9.2612 1.5813
H1 16.0108 9.3718 0.6602
H2 16.1156 10.1269 1.9681
O2 17.1619 15.2350 4.0207
H3 16.3690 15.4391 3.5248
H4 17.7212 14.7700 3.3984
O3 14.0923 8.1628 4.0761
H5 13.7788 8.1366 3.1720
H6 14.8787 7.6172 4.0732
O4 13.2910 11.7849 7.2309
H7 13.0966 11.1123 7.8836
H8 14.1412 11.5317 6.8713
O5 11.2933 10.8285 5.1999
H9 10.5901 10.3249 5.6098
H10 12.0119 10.7954 5.8314
O6 12.8697 9.0830 6.6479
H11 13.0958 8.7965 5.7630
H12 13.6735 8.9598 7.1528
C1 14.8588 16.7240 0.8125
O7 15.5501 15.6992 1.0107
N1 15.3146 17.8718 0.4505
N2 13.5972 16.6223 1.0005
H13 14.6258 18.3642 -0.1001
H14 16.3032 17.9564 0.2619
H15 13.0931 17.4796 0.8245
H16 12.9559 15.8437 1.0520
C2 17.3910 10.9725 5.3344
O8 17.1773 9.9238 4.7161
N3 17.6039 12.1572 4.7918
N4 17.4547 11.1026 6.6159
H17 17.9370 12.9248 5.3574
H18 17.5230 12.3061 3.7961
H19 17.7225 11.9941 7.0079
H20 17.2235 10.2948 7.1763
C3 14.7792 12.5957 3.0242
O9 15.1853 12.0599 2.0486
N5 14.4767 13.8123 3.3029
N6 14.3171 11.7902 3.9956
H21 14.7259 14.0076 4.2620
H22 14.8110 14.4383 2.5842
H23 14.4317 10.7868 3.9831
H24 13.7614 12.1302 4.7674
C4 10.9085 14.8554 3.6524
O10 9.7345 14.6846 3.5045
N7 11.5201 14.0004 4.4411
N8 11.6495 15.8697 3.3320
H25 12.5066 14.1028 4.6318
H26 10.9859 13.2670 4.8848
H27 11.3329 16.3778 2.5186
H28 12.6239 15.9368 3.5892
C5 10.9865 9.9754 1.6681
O11 10.6979 9.5594 0.5635
N9 12.2024 10.3569 1.9869
N10 10.2603 10.0908 2.7208
H29 12.4159 10.8779 2.8254
H30 12.9193 10.3748 1.2757
H31 9.2883 9.8259 2.7924
H32 10.6960 10.4183 3.5711
C6 17.5325 10.8706 -0.9053
O12 16.8811 9.9716 -1.3224
N11 17.2752 11.6596 0.0430
N12 18.7064 11.2004 -1.4095
H33 16.4157 11.6173 0.5717
H34 17.9991 12.1944 0.5013
H35 19.0733 10.4045 -1.9115
H36 19.2836 11.9315 -1.0190
C7 14.8714 15.0295 7.1256
O13 14.1942 15.1836 6.0469
N13 14.7655 14.0623 7.9699
N14 15.6729 15.9655 7.4602
H37 15.2097 14.0740 8.8769
H38 14.1624 13.2881 7.7310
H39 15.6634 16.7568 6.8326
H40 16.0479 15.9378 8.3976

=====

4.
A molecular structure, C7H40NO13 at a distorted geometry, computed with ωB97M-V with the def2-TZVPD basis set.

Net charge: +1
M (g/mol): 346.4
ΔE to the lowest compared entry with this formula, charge and spin (eV): 5.641
E_HOMO (eV): -10.0
Maximum force (eV/A): 11.18
HOMO-LUMO gap (Eh): 0.2919
Energy (eV): -36005.655

Atoms and positions in Å:
C1 2.8411 1.1407 0.7004
C2 2.4280 -0.3346 0.6407
C3 1.0793 -0.6539 0.0434
C4 0.0214 -1.0759 0.7338
C5 -1.2619 -1.4493 0.1431
C6 -2.3209 -1.7594 0.8822
C7 -3.6390 -2.1710 0.3107
N1 2.9791 1.6791 -0.6885
H1 3.8120 1.2061 1.2000
H2 2.1365 1.7415 1.2360
H3 2.5015 -0.7457 1.6440
H4 3.1940 -0.8648 0.0604
H5 1.0005 -0.5931 -1.0409
H6 0.0581 -1.1894 1.8078
H7 -1.3305 -1.4881 -0.9413
H8 -2.2602 -1.7621 1.9724
H9 -3.8635 -3.2174 0.5153
H10 -3.6806 -2.0265 -0.7717
H11 -4.4763 -1.5991 0.7147
H12 2.1725 2.2753 -0.9936
H13 2.9681 0.8722 -1.3595
H14 3.8041 2.2713 -0.8022
H15 0.7260 -0.0412 4.1700
H16 0.5171 0.9269 5.4226
O1 0.7262 0.9145 4.4615
H17 0.8880 3.2392 -2.6296
H18 0.4347 3.4288 -1.1540
O2 1.2191 3.4794 -1.7479
H19 -0.5592 -0.8743 -2.5435
H20 -1.1283 -2.2437 -1.9631
O3 -0.4753 -1.8541 -2.5778
H21 2.1680 -3.2114 -1.8319
H22 0.8822 -2.2690 -1.8959
O4 1.7561 -2.4509 -1.3903
H23 0.5184 -2.1295 2.7275
H24 0.0820 -2.4152 4.1974
O5 0.6271 -1.8340 3.6710
H25 -2.1120 3.3575 2.1233
H26 -3.5695 3.1358 1.6707
O6 -2.7808 3.6342 1.4428
H27 -0.9812 1.3062 -3.1762
H28 -0.6541 1.4247 -1.6281
O7 -0.4109 0.9424 -2.4532
H29 1.7004 0.2737 -2.9592
H30 2.3696 -0.9469 -2.2926
O8 2.5641 -0.0430 -2.6537
H31 -1.6897 3.1723 -0.0786
H32 -0.5516 2.5210 0.6400
O9 -0.8628 2.7083 -0.2768
H33 0.0328 2.1774 3.3811
H34 -0.0050 3.7523 3.1788
O10 -0.3464 2.9090 2.8291
H35 -2.6924 2.6618 -4.3316
H36 -1.8530 1.8949 -5.3611
O11 -1.8342 2.2560 -4.4676
H37 -2.1479 -3.9259 -0.6830
H38 -1.1744 -3.0851 0.1832
O12 -1.8615 -3.0259 -0.5308
H39 0.8355 -4.0593 1.1707
H40 0.9914 -2.8026 0.2785
O13 0.4886 -3.1608 1.0713

=====

Among the records above, which one has the lowest energy?
C7H40N14O13